Record 1
A cluster of 7 separate species, C14H40ClO10 in total, computed with the ωB97M-V functional and the def2-TZVPD basis.

Element x y z (Å)
Cl -0.12 -0.37 0.11
O 0.37 -1.75 -0.03
O -1.84 -4.33 -4.77
O 6.51 3.24 -3.38
O -6.06 3.09 1.95
O 6.34 0.68 6.55
O 0.28 0.46 -0.96
O -1.58 -0.39 0.10
O -1.67 -5.22 5.03
O 0.66 6.51 -1.98
O 0.26 0.15 1.34
C 7.85 1.50 -4.19
C -3.92 -5.37 -4.31
C -1.42 6.65 -0.81
C 6.82 1.49 -1.94
C -3.04 -5.32 5.14
C -0.51 8.41 -2.34
C -1.64 -6.54 -4.17
C -3.37 -6.52 6.07
C -7.12 3.40 1.08
C 5.79 0.74 5.28
C 6.62 1.83 -3.40
C -3.59 -4.05 5.78
C -0.15 7.40 -1.29
C -2.52 -5.53 -4.91
H 8.70 2.13 -3.92
H -1.19 9.20 -2.00
H 6.55 1.13 4.61
H -1.79 -4.15 -3.82
H -0.88 7.96 -3.26
H 0.30 5.63 -1.82
H -1.92 6.11 -1.62
H -2.63 -5.67 -5.99
H 0.38 8.92 -2.72
H -3.44 -3.16 5.18
H 7.59 1.59 -5.25
H -4.47 -4.55 -4.76
H 0.44 7.85 -0.49
H 7.77 1.78 -1.48
H -4.66 -4.16 5.95
H -7.90 2.64 1.13
H -3.12 -3.81 6.73
H -2.13 -7.52 -4.19
H 5.63 0.36 7.10
H -7.65 4.33 1.30
H 6.09 2.02 -1.33
H -1.42 -6.31 -3.13
H -2.23 7.32 -0.53
H 6.64 0.46 -1.66
H 8.24 0.51 -3.99
H -4.43 -6.74 6.15
H 5.66 3.47 -3.00
H -1.17 5.93 -0.02
H -2.89 -7.46 5.81
H -3.07 -6.22 7.08
H -0.71 -6.64 -4.73
H 5.73 1.38 -3.85
H -4.48 -6.30 -4.42
H -6.78 3.51 0.05
H -5.48 2.47 1.49
H 4.87 1.32 5.19
H -3.46 -5.49 4.15
H 5.64 -0.29 4.96
H -1.46 -4.54 4.39
H -3.81 -5.15 -3.24

Energy relative to the best compared isomer or geometry (same formula, charge and spin)   289.3 kJ/mol
E   -48156.2962 eV
Net charge   -1

=====

Record 2
A structure of composition C14H40CuN2O9P, computed with the ωB97M-V functional and the def2-TZVPD basis.

Element x y z (Å)
Cu -0.84 0.07 -1.14
P -2.31 -0.45 -3.45
O -1.96 -1.47 -2.34
O 2.90 0.64 0.54
O -4.80 -0.03 -1.21
O -3.74 0.16 -3.62
O -1.13 3.36 -2.29
O -0.36 -3.33 -1.55
O -1.77 -0.63 -4.88
O -1.54 0.92 -3.05
O 0.70 1.79 4.47
N -0.24 0.36 1.19
N 1.25 -0.87 -1.49
C -4.80 0.58 1.06
C 3.41 -0.37 -0.32
C 2.35 -1.40 -0.67
C 3.86 1.64 0.83
C 0.30 -5.53 -2.20
C -0.71 3.53 -0.98
C -0.81 -4.51 -2.20
C -1.51 1.72 2.78
C -3.97 0.56 -0.23
C 1.80 1.67 5.33
C 0.78 0.85 3.40
C -0.12 1.36 2.26
C 3.00 -2.59 -1.34
C 0.77 3.16 -0.82
H 0.64 -5.68 -1.18
H 4.82 1.17 1.09
H 0.73 0.19 0.93
H -4.15 0.99 1.85
H 2.23 -3.33 -1.56
H 0.39 -0.10 3.79
H -1.35 2.96 -0.29
H 1.79 0.65 3.04
H -1.07 -2.63 -1.79
H 1.62 2.22 6.25
H 4.26 -0.84 0.18
H 1.15 3.30 0.20
H 0.34 2.27 1.87
H -0.07 -6.48 -2.59
H 3.69 0.15 -1.25
H 3.54 2.28 1.64
H -2.00 0.95 3.37
H -0.85 4.58 -0.72
H -1.74 -4.89 -1.76
H -3.75 1.60 -0.51
H -1.10 -4.18 -3.21
H 3.78 -3.09 -0.75
H -1.20 2.37 -2.52
H 1.86 -1.69 0.27
H 1.65 -0.40 -2.31
H 3.47 -2.24 -2.26
H 4.04 2.20 -0.10
H -3.00 0.06 -0.08
H 0.95 2.10 -1.05
H 1.34 3.74 -1.55
H 0.75 -1.69 -1.85
H -2.14 1.91 1.91
H -1.46 2.63 3.37
H -0.49 -0.57 1.54
H -4.93 -0.44 1.43
H -5.70 1.18 1.01
H -4.40 0.14 -2.13
H 2.75 1.99 4.88
H 1.11 -5.19 -2.85
H 1.99 0.63 5.61

Energy relative to the best compared isomer or geometry (same formula, charge and spin)   97.6 kJ/mol
E   -90504.1490 eV
Net charge   -2

=====

Record 3
A cluster of 7 separate species, C14H40NO13 in total, computed with the ωB97M-V functional and the def2-TZVPD basis.

Element x y z (Å)
O -2.95 -1.70 0.26
O 0.77 -1.03 -3.31
O -1.71 3.18 5.07
O -1.75 0.79 3.25
O 0.84 -2.35 2.87
O -0.82 0.12 -0.97
O 1.18 0.35 -0.16
O 2.60 1.17 2.37
O 3.23 0.43 -2.08
O 4.93 -0.63 1.27
O -3.51 0.92 -1.38
O -0.40 -0.43 1.09
O -0.84 1.54 -6.24
N -0.01 0.02 -0.01
C 0.11 -3.54 3.08
C 1.90 -0.50 -3.94
C -0.68 1.17 4.09
C -4.02 -0.75 0.32
C -4.34 -0.15 -1.03
C -1.44 3.77 -5.71
C 4.90 0.33 2.32
C -0.82 2.15 -3.91
C -1.27 -3.43 2.46
C 0.88 -4.73 2.51
C -1.51 2.33 -5.24
C -1.24 1.85 5.33
C 3.94 1.47 2.04
C 3.18 -0.52 -3.11
H 3.36 -1.54 -2.72
H -2.02 1.22 5.76
H -1.04 1.20 -3.42
H 0.54 -0.48 -2.55
H -1.77 -2.52 2.77
H 0.40 -1.81 2.20
H -2.13 -1.21 0.09
H 5.90 0.77 2.41
H 0.32 -5.64 2.74
H -0.01 -3.67 4.16
H -2.55 2.02 -5.16
H 0.99 -4.65 1.43
H 4.00 1.70 0.96
H -4.90 -1.29 0.67
H -1.37 0.27 2.52
H -2.61 0.60 -1.24
H 4.01 -0.33 -3.80
H -3.75 0.03 1.03
H 0.01 1.86 3.59
H 2.28 0.52 1.74
H 0.26 2.21 -4.05
H -2.66 3.17 4.98
H 2.13 -1.02 -4.87
H 4.62 -0.20 3.24
H -1.20 -3.43 1.37
H 1.76 0.55 -4.25
H -0.42 1.94 6.05
H -5.39 0.15 -1.09
H 2.46 0.33 -1.49
H 4.19 2.39 2.57
H -1.14 2.89 -3.17
H -0.88 0.62 -5.95
H -0.11 0.29 4.42
H -4.24 -0.94 -1.79
H -1.89 -4.29 2.74
H 4.13 -1.16 1.34
H -1.39 3.84 -6.80
H 1.84 -4.83 3.02
H -2.31 4.32 -5.37
H -0.57 4.27 -5.29

Energy relative to the best compared isomer or geometry (same formula, charge and spin)   0.0 kJ/mol
E   -43272.3093 eV
Net charge   -1

=====

Record 4
A cluster of 6 separate species, C14H41NO7 in total, computed with the ωB97M-V functional and the def2-TZVPD basis.

Element x y z (Å)
O -4.29 3.53 -0.75
O 0.31 0.61 -1.36
O 2.46 2.94 1.12
O -0.54 -3.12 -0.36
O -2.07 4.98 -2.16
O 3.04 -4.83 4.52
O 2.03 -1.63 -1.22
N 3.47 -2.62 2.03
C -2.59 -3.03 -1.77
C -0.74 0.30 -0.45
C 0.02 4.95 -0.88
C 2.57 -2.05 1.07
C 3.42 -4.05 2.23
C -1.25 5.71 -1.25
C -1.25 1.55 0.22
C 4.04 -4.48 3.57
C -1.16 -3.57 -1.57
C 2.96 -2.31 -0.38
C -5.24 4.01 -1.69
C 2.54 -3.72 5.22
C 2.13 -2.06 -2.57
C -6.23 4.95 -1.02
H -7.07 5.24 -1.65
H -0.53 -3.33 -2.44
H 3.16 -1.99 -2.93
H 0.72 4.97 -1.72
H 2.52 -0.97 1.22
H -3.46 3.97 -0.96
H -1.56 -0.25 -0.93
H -2.93 -2.53 -0.88
H -5.78 3.15 -2.10
H 3.31 -3.21 5.81
H 3.92 -4.60 1.41
H 4.65 -3.67 3.98
H 1.00 -0.05 -1.24
H 1.74 2.36 1.37
H 2.88 -3.38 -0.59
H 4.39 -2.22 2.08
H -4.74 4.54 -2.51
H 2.81 2.54 0.32
H -1.17 -4.65 -1.50
H 2.39 -4.39 2.21
H 4.60 -5.40 3.40
H -0.29 -2.20 -0.48
H 1.51 -1.41 -3.18
H 1.58 -2.50 1.23
H -0.97 6.66 -1.71
H 2.09 -2.98 4.55
H -6.59 4.51 -0.10
H -1.69 2.25 -0.49
H -3.25 -3.87 -2.01
H -5.73 5.89 -0.75
H 3.98 -1.97 -0.57
H -1.86 5.92 -0.37
H -2.65 -2.36 -2.63
H 1.77 -4.09 5.90
H -0.36 -0.38 0.33
H -0.45 1.99 0.83
H -0.18 3.89 -0.69
H 1.77 -3.08 -2.67
H -2.07 1.31 0.90
H -1.61 4.88 -2.99
H 0.53 5.33 0.00

Energy relative to the best compared isomer or geometry (same formula, charge and spin)   0.0 kJ/mol
SMILES string   COCCNCCOC.CCO.CCO.CCO.CCO.O
E   -31003.0209 eV
Net charge   0